Entry 1:
Here is the molecule C21H25N5O4S2 in a non-equilibrium geometry from the Open Molecules 2025 dataset. Energies are from ωB97M-V with the def2-TZVPD basis set.

Values from the calculation:
SMILES: Cc1ccc(N2C[C@@H](C(=O)Nc3nnc(SCC(=O)NC[C@H]4CCCO4)s3)CC2=O)cc1
E: -59495.0674 eV
HOMO level: -0.3070 Eh
F_max: 1.71 eV/Å
molecular weight: 475.6 g/mol
frontier orbital gap: 8.467 eV

Atoms and positions in Å:
C: 0.67 5.17 3.09
C: 1.09 4.05 2.19
C: 0.99 4.16 0.81
C: 1.38 3.12 -0.02
C: 1.88 1.94 0.52
N: 2.24 0.88 -0.33
C: 1.70 0.77 -1.67
C: 1.82 -0.73 -1.96
C: 1.85 -1.04 -3.44
O: 2.85 -1.11 -4.11
N: 0.62 -1.30 -4.02
C: -0.61 -1.20 -3.45
N: -1.00 -0.27 -2.64
N: -2.23 -0.42 -2.19
C: -2.84 -1.47 -2.65
S: -4.44 -1.95 -2.24
C: -4.78 -0.81 -0.86
C: -3.94 -1.18 0.36
O: -4.24 -2.11 1.08
N: -2.89 -0.36 0.56
C: -1.90 -0.67 1.56
C: -0.55 -1.05 0.91
C: 0.37 -1.75 1.91
C: -0.02 -3.23 1.76
C: -0.80 -3.27 0.43
O: -0.72 -1.97 -0.14
S: -1.87 -2.41 -3.76
C: 3.11 -1.08 -1.23
C: 3.09 -0.15 -0.03
O: 3.71 -0.30 0.99
C: 1.99 1.83 1.90
C: 1.60 2.87 2.71
H: -0.13 4.84 3.75
H: 1.51 5.49 3.71
H: 0.32 6.02 2.52
H: 0.61 5.07 0.37
H: 1.30 3.25 -1.09
H: 0.66 1.11 -1.71
H: 2.30 1.35 -2.38
H: 0.97 -1.26 -1.50
H: 0.67 -1.66 -4.96
H: -4.60 0.21 -1.21
H: -5.84 -0.96 -0.64
H: -2.59 0.23 -0.20
H: -1.75 0.20 2.21
H: -2.29 -1.50 2.15
H: -0.11 -0.15 0.47
H: 1.41 -1.59 1.63
H: 0.23 -1.38 2.92
H: -0.65 -3.56 2.58
H: 0.86 -3.87 1.72
H: -0.38 -3.97 -0.30
H: -1.86 -3.53 0.60
H: 3.18 -2.12 -0.92
H: 3.98 -0.85 -1.86
H: 2.39 0.92 2.33
H: 1.69 2.77 3.79

Entry 2:
Here is an isolated ion of composition CH2N5 and charge +1 in a non-equilibrium geometry from the Open Molecules 2025 dataset. Energies are from ωB97M-V with the def2-TZVPD basis set.

Values from the calculation:
SMILES: [NH2+]=C1N=NN=N1
total charge: +1
E: -8506.5597 eV
HOMO level (alpha / beta): -0.6385 / -0.6385 Eh
F_max: 7.61 eV/Å
molecular weight: 84.1 g/mol
frontier orbital gap (alpha / beta): 7.509 / 7.510 eV

Atoms and positions in Å:
N: -1.23 -0.63 0.27
C: -0.13 0.00 -0.07
N: 1.12 -0.11 0.82
N: 1.88 0.64 0.20
N: 1.39 1.23 -0.81
N: 0.22 0.72 -1.14
H: -1.38 -0.98 1.14
H: -1.87 -0.87 -0.41

Entry 3:
Here is the molecule C5H7NO in a non-equilibrium geometry from the Open Molecules 2025 dataset. Energies are from ωB97M-V with the def2-TZVPD basis set.

Values from the calculation:
E: -8830.8415 eV
HOMO level (alpha / beta): -0.3091 / -0.3105 Eh
F_max: 3.18 eV/Å
molecular weight: 97.1 g/mol
frontier orbital gap (alpha / beta): 7.957 / 7.892 eV

Atoms and positions in Å:
C: -1.83 0.37 -0.59
C: -0.14 -0.64 0.55
N: 0.85 -1.39 0.99
C: 0.92 0.14 1.20
C: 1.53 0.80 0.13
C: -0.54 -0.43 -0.85
O: -0.32 -1.14 -1.83
H: -1.85 1.03 -1.42
H: -1.89 0.90 0.39
H: -2.73 -0.27 -0.66
H: 1.38 -1.73 0.19
H: 0.92 0.48 2.22
H: 1.97 0.24 -0.68
H: 1.82 1.85 0.17

Entry 4:
Here is a 2-piece molecular cluster, C3H10N2O overall in a non-equilibrium geometry from the Open Molecules 2025 dataset. Energies are from ωB97M-V with the def2-TZVPD basis set.

Values from the calculation:
SMILES: C/C(N)=C/N.O
E: -8297.9855 eV
HOMO level: -0.2762 Eh
F_max: 3.52 eV/Å
molecular weight: 90.1 g/mol
frontier orbital gap: 8.245 eV

Atoms and positions in Å:
C: -0.12 -1.93 -0.12
C: -0.81 -0.53 0.02
N: -1.30 -0.34 1.39
C: -0.90 0.42 -0.92
N: -0.41 1.75 -0.48
H: 0.16 -2.26 -1.15
H: -0.61 -2.75 0.42
H: 0.88 -1.90 0.36
H: -1.66 0.57 1.58
H: -0.74 -0.53 2.33
H: -1.49 0.38 -1.83
H: 0.62 1.53 -0.59
H: -0.83 2.55 -1.06
O: 2.74 0.53 -0.12
H: 1.72 0.42 -0.12
H: 2.98 0.11 0.75

Entry 5:
Here is C23H35BrMoN2OSi as an isolated structure in a non-equilibrium geometry from the Open Molecules 2025 dataset. Energies are from ωB97M-V with the def2-TZVPD basis set.

Values from the calculation:
spin multiplicity: 3
total charge: +2
E: -109208.0580 eV
HOMO level (alpha / beta): -0.5345 / -0.5360 Eh
F_max: 1.83 eV/Å
molecular weight: 559.5 g/mol
frontier orbital gap (alpha / beta): 6.068 / 6.466 eV

Atoms and positions in Å:
Mo: -1.74 -0.43 -0.29
C: 0.18 -0.20 -3.65
C: -0.65 0.92 -3.11
C: -0.79 2.14 -3.75
C: -1.59 3.13 -3.20
C: -2.24 2.93 -1.98
C: -2.06 1.73 -1.37
N: -1.29 0.74 -1.94
N: -2.58 1.26 -0.13
Si: -4.01 1.59 0.95
C: -3.55 0.19 2.12
C: -5.47 1.09 -0.05
C: -3.98 3.26 1.66
H: -0.26 -0.57 -4.58
H: 0.25 -1.03 -2.96
H: 1.18 0.15 -3.89
H: -0.28 2.30 -4.69
H: -1.70 4.08 -3.71
H: -2.85 3.70 -1.52
H: -2.92 -0.54 1.58
H: -4.41 -0.38 2.49
H: -2.95 0.50 2.98
H: -5.17 0.48 -0.91
H: -6.05 1.94 -0.43
H: -6.15 0.49 0.57
H: -3.05 3.44 2.19
H: -4.81 3.36 2.38
H: -4.12 4.03 0.90
C: -0.76 -6.66 4.58
C: -1.22 -5.23 4.89
C: -2.68 -5.25 5.39
C: -0.33 -4.65 5.98
C: -1.17 -4.40 3.61
C: -0.47 -3.19 3.54
C: -0.53 -2.46 2.38
Br: 0.28 -0.74 2.25
C: -1.24 -2.92 1.28
O: -1.26 -2.05 0.19
C: -1.95 -4.12 1.28
C: -1.89 -4.82 2.48
C: -2.76 -4.57 0.07
C: -1.84 -4.78 -1.14
C: -3.84 -3.51 -0.25
C: -3.48 -5.90 0.34
H: -0.82 -7.26 5.50
H: 0.28 -6.68 4.24
H: -1.38 -7.15 3.83
H: -2.73 -5.77 6.35
H: -3.34 -5.76 4.69
H: -3.06 -4.23 5.54
H: -0.41 -5.27 6.87
H: -0.64 -3.64 6.28
H: 0.72 -4.62 5.69
H: 0.10 -2.82 4.38
H: -2.43 -5.75 2.54
H: -1.33 -3.87 -1.44
H: -2.43 -5.12 -2.00
H: -1.09 -5.54 -0.93
H: -3.42 -2.60 -0.66
H: -4.42 -3.26 0.64
H: -4.53 -3.90 -1.00
H: -2.78 -6.70 0.60
H: -4.01 -6.21 -0.56
H: -4.22 -5.81 1.14

Entry 6:
Here is a 2-piece molecular cluster, C6H15NO overall in a non-equilibrium geometry from the Open Molecules 2025 dataset. Energies are from ωB97M-V with the def2-TZVPD basis set.

Values from the calculation:
SMILES: C=C(C)C[C@H](C)N.O
E: -10000.5430 eV
HOMO level: -0.3210 Eh
F_max: 5.25 eV/Å
molecular weight: 117.2 g/mol
frontier orbital gap: 9.532 eV

Atoms and positions in Å:
C: -1.35 0.07 1.71
C: -1.31 -0.13 0.37
C: -2.34 -0.81 -0.39
C: -0.16 0.33 -0.46
C: 1.28 -0.45 -0.44
C: 1.98 -0.02 -1.73
N: 1.01 -1.86 -0.28
H: -0.47 0.40 2.35
H: -2.07 -0.16 2.36
H: -3.26 -0.07 -0.42
H: -2.75 -1.76 -0.05
H: -2.17 -0.98 -1.39
H: -0.06 1.42 -0.35
H: -0.55 0.28 -1.57
H: 1.81 -0.07 0.41
H: 2.43 -0.96 -2.03
H: 1.33 0.32 -2.57
H: 2.72 0.76 -1.48
H: 0.41 -2.08 0.49
H: 1.98 -2.33 -0.22
O: 0.52 2.63 1.54
H: 1.11 3.12 2.05
H: -0.12 2.36 2.09

Entry 7:
Here is the molecule C21H23N5OS in a non-equilibrium geometry from the Open Molecules 2025 dataset. Energies are from ωB97M-V with the def2-TZVPD basis set.

Values from the calculation:
SMILES: O=C(C1CCN(c2nnc(-n3cccc3)s2)CC1)N1CCc2ccccc2C1
E: -42483.4875 eV
HOMO level: -0.2848 Eh
F_max: 1.82 eV/Å
molecular weight: 393.5 g/mol
frontier orbital gap: 8.214 eV

Atoms and positions in Å:
O: -0.94 2.71 0.95
C: -0.57 1.77 1.62
C: -0.99 0.34 1.27
C: -2.29 0.38 0.45
C: -2.40 -0.79 -0.51
N: -1.30 -0.78 -1.45
C: -1.28 -1.59 -2.50
N: -0.29 -1.73 -3.33
N: -0.53 -2.58 -4.32
C: -1.68 -3.13 -4.29
N: -2.14 -4.03 -5.21
C: -3.36 -4.65 -5.20
C: -3.42 -5.47 -6.29
C: -2.20 -5.34 -6.99
C: -1.43 -4.45 -6.30
S: -2.69 -2.60 -2.92
C: -0.10 -0.09 -1.04
C: 0.14 -0.32 0.45
N: 0.23 1.94 2.69
C: 0.81 0.94 3.57
C: 2.32 0.91 3.38
C: 2.91 2.28 3.52
C: 4.26 2.45 3.81
C: 4.81 3.71 3.92
C: 4.01 4.83 3.75
C: 2.67 4.67 3.46
C: 2.11 3.41 3.34
C: 0.64 3.29 3.04
H: -1.17 -0.24 2.18
H: -2.31 1.31 -0.12
H: -3.15 0.39 1.12
H: -2.42 -1.74 0.05
H: -3.34 -0.73 -1.07
H: -4.07 -4.46 -4.43
H: -4.25 -6.10 -6.56
H: -1.92 -5.85 -7.89
H: -0.44 -4.07 -6.48
H: 0.73 -0.48 -1.64
H: -0.20 0.99 -1.24
H: 1.11 0.10 0.72
H: 0.17 -1.40 0.64
H: 0.39 -0.04 3.38
H: 0.58 1.23 4.60
H: 2.77 0.23 4.12
H: 2.56 0.51 2.39
H: 4.88 1.57 3.94
H: 5.86 3.82 4.15
H: 4.43 5.82 3.84
H: 2.04 5.54 3.33
H: 0.37 3.93 2.20
H: 0.07 3.62 3.92

Entry 8:
Here is the molecule C10H8O2S in a non-equilibrium geometry from the Open Molecules 2025 dataset. Energies are from ωB97M-V with the def2-TZVPD basis set.

Values from the calculation:
E: -25425.0684 eV
HOMO level: -0.3034 Eh
F_max: 6.97 eV/Å
molecular weight: 192.2 g/mol
frontier orbital gap: 7.858 eV

Atoms and positions in Å:
C: 2.18 -0.13 -1.73
C: 1.11 -0.34 -2.57
C: 2.00 -0.04 -0.34
C: -0.17 -0.53 -2.06
C: 0.74 -0.20 0.19
C: -0.34 -0.51 -0.68
C: 0.32 -0.24 1.64
C: -1.10 -0.67 1.59
C: -0.50 0.87 2.33
C: -1.57 -0.68 0.03
O: -0.82 2.27 -0.03
O: -2.83 1.80 1.30
S: -1.54 1.38 0.84
H: 3.17 -0.03 -2.14
H: 1.25 -0.37 -3.64
H: 2.85 0.14 0.29
H: -1.02 -0.70 -2.70
H: 1.03 -0.74 2.29
H: -1.55 -1.35 2.29
H: -0.65 1.03 3.38
H: -2.55 -0.96 -0.28

Entry 9:
Here is the molecule C3H7FNO2P in a non-equilibrium geometry from the Open Molecules 2025 dataset. Energies are from ωB97M-V with the def2-TZVPD basis set.

Values from the calculation:
SMILES: NC[C@@H](F)COP=O
E: -20814.2492 eV
HOMO level: -0.3470 Eh
F_max: 3.92 eV/Å
molecular weight: 139.1 g/mol
frontier orbital gap: 8.970 eV

Atoms and positions in Å:
N: -1.88 0.88 0.67
C: -0.91 -0.09 1.22
C: 0.54 0.27 0.95
F: 1.27 -0.27 1.99
C: 1.11 -0.40 -0.33
O: 0.42 0.13 -1.47
P: 0.70 -0.69 -2.88
O: 0.72 -1.00 -4.34
H: -1.73 1.02 -0.31
H: -1.91 1.73 1.23
H: -1.10 -1.04 0.75
H: -1.08 -0.18 2.29
H: 0.72 1.34 0.90
H: 2.18 -0.23 -0.43
H: 0.95 -1.50 -0.25

Entry 10:
Here is C28H48BCoN3O6Si as an isolated structure in a non-equilibrium geometry from the Open Molecules 2025 dataset. Energies are from ωB97M-V with the def2-TZVPD basis set.

Values from the calculation:
spin multiplicity: 5
total charge: +1
E: -92754.5031 eV
HOMO level (alpha / beta): -0.4248 / -0.4348 Eh
F_max: 1.28 eV/Å
molecular weight: 620.5 g/mol
frontier orbital gap (alpha / beta): 8.676 / 7.680 eV

Atoms and positions in Å:
Co: -0.05 -1.40 0.51
N: -1.36 -3.71 2.49
C: -0.75 -2.68 3.18
C: -0.74 -2.76 4.58
C: -0.17 -1.75 5.31
C: 0.37 -0.65 4.64
C: 0.34 -0.65 3.27
N: -0.20 -1.65 2.54
C: -1.63 -3.92 1.15
C: -2.32 -5.08 0.80
C: -2.64 -5.31 -0.51
C: -2.26 -4.37 -1.48
C: -1.58 -3.26 -1.06
N: -1.26 -3.03 0.23
H: -1.70 -4.45 3.08
H: -1.18 -3.62 5.07
H: -0.16 -1.80 6.39
H: 0.81 0.18 5.18
H: 0.73 0.19 2.71
H: -2.61 -5.79 1.57
H: -3.18 -6.20 -0.80
H: -2.50 -4.51 -2.52
H: -1.27 -2.50 -1.77
C: 4.65 -0.96 -1.25
C: 3.41 -1.38 -2.05
C: 3.51 -0.85 -3.47
O: 2.27 -0.78 -1.38
B: 1.72 -1.73 -0.58
O: 2.26 -2.97 -0.75
C: 3.09 -2.91 -1.94
C: 2.23 -3.41 -3.09
C: 4.31 -3.80 -1.77
H: 4.66 0.12 -1.18
H: 5.56 -1.29 -1.76
H: 4.62 -1.38 -0.24
H: 3.81 0.19 -3.45
H: 2.56 -0.92 -3.99
H: 4.26 -1.42 -4.02
H: 1.39 -2.74 -3.27
H: 1.84 -4.39 -2.83
H: 2.81 -3.51 -4.01
H: 4.87 -3.55 -0.87
H: 4.95 -3.70 -2.64
H: 3.99 -4.84 -1.69
C: -3.21 3.70 1.77
C: -2.55 2.41 2.27
C: -2.19 2.54 3.74
C: -3.46 1.21 2.04
O: -1.31 2.22 1.58
Si: -0.96 1.79 0.04
O: -0.75 0.17 0.02
O: -2.17 2.20 -0.95
C: -2.24 2.37 -2.37
C: -3.71 2.34 -2.74
C: -1.48 1.24 -3.07
C: -1.63 3.73 -2.74
O: 0.39 2.55 -0.43
C: 1.56 3.03 0.23
C: 2.67 3.01 -0.81
C: 1.92 2.14 1.42
C: 1.28 4.45 0.71
H: -4.13 3.89 2.32
H: -3.44 3.60 0.71
H: -2.53 4.54 1.91
H: -3.08 2.76 4.34
H: -1.48 3.36 3.88
H: -1.74 1.62 4.11
H: -4.39 1.32 2.61
H: -2.96 0.29 2.35
H: -3.70 1.13 0.98
H: -4.15 1.38 -2.47
H: -3.85 2.51 -3.81
H: -4.24 3.13 -2.20
H: -1.91 0.28 -2.78
H: -0.43 1.26 -2.77
H: -1.54 1.36 -4.15
H: -2.17 4.52 -2.22
H: -1.71 3.90 -3.81
H: -0.58 3.76 -2.44
H: 2.79 2.00 -1.18
H: 3.61 3.36 -0.37
H: 2.42 3.66 -1.65
H: 1.92 1.10 1.10
H: 1.18 2.28 2.21
H: 2.91 2.39 1.80
H: 1.03 5.09 -0.14
H: 2.15 4.87 1.22
H: 0.43 4.44 1.39

Entry 11:
Here is a 6-piece molecular cluster, C7H26N10O6 overall in a non-equilibrium geometry from the Open Molecules 2025 dataset. Energies are from ωB97M-V with the def2-TZVPD basis set.

Values from the calculation:
SMILES: NC(N)=O.NC(N)=O.NC(N)=O.NC(N)=O.NC(N)=O.CCO
E: -34872.4710 eV
HOMO level: -0.3593 Eh
F_max: 2.43 eV/Å
molecular weight: 346.3 g/mol
frontier orbital gap: 10.233 eV

Atoms and positions in Å:
N: -2.61 -0.82 1.31
C: -2.95 0.09 2.22
N: -3.55 -0.22 3.40
O: -2.67 1.25 1.98
H: -2.51 -1.80 1.51
H: -1.90 -0.61 0.61
H: -4.18 -1.04 3.53
H: -3.94 0.62 3.73
N: -0.58 3.14 2.94
C: 0.08 2.47 3.91
N: -0.53 1.31 4.31
O: 1.08 2.93 4.42
H: -1.49 2.85 2.59
H: -0.03 3.73 2.36
H: -1.43 1.05 3.92
H: -0.21 0.82 5.12
N: -2.40 -2.54 -2.21
C: -2.00 -3.73 -2.84
N: -2.97 -4.57 -3.23
O: -0.81 -4.09 -2.87
H: -1.64 -1.94 -1.95
H: -3.27 -2.08 -2.42
H: -2.63 -5.45 -3.54
H: -3.90 -4.48 -2.90
N: 2.91 2.92 1.90
C: 2.54 3.50 0.74
N: 1.87 4.68 0.92
O: 2.69 2.98 -0.34
H: 2.92 1.93 1.81
H: 2.44 3.10 2.83
H: 2.12 5.26 1.70
H: 1.49 5.15 0.13
N: 1.03 0.41 -1.40
C: -0.20 0.61 -0.85
N: -0.37 1.77 -0.18
O: -1.15 -0.13 -1.04
H: 1.74 1.11 -1.28
H: 1.07 -0.24 -2.19
H: 0.43 2.36 -0.02
H: -1.11 1.76 0.51
C: 3.77 -2.78 -3.76
C: 2.72 -2.59 -2.67
O: 1.52 -2.07 -3.18
H: 4.73 -3.28 -3.49
H: 4.03 -1.78 -4.22
H: 3.46 -3.39 -4.58
H: 3.13 -1.90 -1.89
H: 2.49 -3.56 -2.13
H: 0.81 -2.70 -3.19

Entry 12:
Here is an isolated ion of composition C4H3O2S and charge -1 in a non-equilibrium geometry from the Open Molecules 2025 dataset. Energies are from ωB97M-V with the def2-TZVPD basis set.

Values from the calculation:
SMILES: C=C=C([O-])OC=S
total charge: -1
E: -19125.0036 eV
HOMO level: -0.1305 Eh
F_max: 3.50 eV/Å
molecular weight: 115.1 g/mol
frontier orbital gap: 7.150 eV

Atoms and positions in Å:
C: 0.98 0.00 0.11
C: -0.15 0.09 0.78
C: -0.79 0.89 1.70
O: -0.95 0.98 2.92
O: -1.70 1.68 0.83
C: -2.16 0.97 -0.12
S: -2.39 1.31 -1.74
H: 1.90 0.75 0.20
H: 0.83 -0.45 -0.81
H: -2.44 -0.03 0.23

Entry 13:
Here is a 13-piece molecular cluster, C6H38N12O13 overall in a non-equilibrium geometry from the Open Molecules 2025 dataset. Energies are from ωB97M-V with the def2-TZVPD basis set.

Values from the calculation:
spin multiplicity: 2
total charge: +1
E: -51331.9643 eV
HOMO level (alpha / beta): -0.4162 / -0.4162 Eh
F_max: 8.85 eV/Å
molecular weight: 486.4 g/mol
frontier orbital gap (alpha / beta): 8.574 / 3.005 eV

Atoms and positions in Å:
O: 3.95 -0.93 -1.16
H: 4.75 -0.47 -1.42
H: 4.03 -1.80 -1.54
O: 3.51 1.57 -3.03
H: 3.24 0.83 -2.49
H: 3.10 2.33 -2.61
O: 1.39 0.30 -4.30
H: 1.35 1.21 -4.01
H: 2.22 0.23 -4.77
O: 0.25 2.59 -2.21
H: -0.39 3.09 -1.70
H: 0.26 3.02 -3.06
O: 2.43 3.86 -0.26
H: 1.90 3.50 -0.97
H: 2.64 4.75 -0.56
O: -3.11 3.06 2.27
H: -3.15 2.20 2.68
H: -2.25 3.09 1.85
O: 0.60 -4.08 -0.65
H: 1.11 -4.34 0.12
H: 0.46 -3.14 -0.53
C: -0.59 -2.67 -3.83
O: -1.50 -3.48 -3.90
N: 0.48 -2.76 -3.17
N: -0.71 -1.55 -4.43
H: 0.50 -3.48 -2.46
H: 1.27 -2.16 -3.36
H: 0.05 -0.89 -4.49
H: -1.52 -1.33 -5.00
C: -3.52 -1.85 -1.37
O: -3.67 -0.66 -1.36
N: -2.47 -2.48 -0.86
N: -4.28 -2.72 -1.94
H: -2.41 -3.48 -0.97
H: -1.78 -1.80 -0.59
H: -5.06 -2.45 -2.52
H: -4.12 -3.71 -1.80
C: -1.06 4.60 0.55
O: -1.21 3.50 0.23
N: 0.10 5.11 0.94
N: -1.93 5.53 0.36
H: 0.20 6.11 0.84
H: 0.95 4.57 0.86
H: -1.89 6.42 0.85
H: -2.67 5.35 -0.30
C: 0.13 -0.40 0.30
O: 0.38 -1.44 0.83
N: -0.95 0.28 0.55
N: 0.83 -0.01 -0.70
H: -0.91 1.19 0.11
H: -1.58 -0.10 1.24
H: 1.65 -0.54 -0.95
H: 0.61 0.85 -1.20
C: -2.20 -0.39 4.39
O: -2.54 0.61 3.83
N: -1.31 -1.26 3.96
N: -2.70 -0.75 5.60
H: -0.93 -1.95 4.58
H: -0.83 -1.00 3.11
H: -3.18 -0.01 6.11
H: -2.15 -1.30 6.24
C: 3.01 -1.93 3.92
O: 2.77 -1.19 4.75
N: 3.73 -3.01 3.87
N: 2.46 -1.82 2.78
H: 4.19 -3.03 4.77
H: 3.88 -3.65 3.11
H: 2.38 -2.71 2.30
H: 1.84 -1.04 2.62

Entry 14:
Here is a 2-piece molecular cluster, C3H6ClO2S overall in a non-equilibrium geometry from the Open Molecules 2025 dataset. Energies are from ωB97M-V with the def2-TZVPD basis set.

Values from the calculation:
total charge: -1
E: -30660.4911 eV
HOMO level: -0.1237 Eh
F_max: 4.39 eV/Å
molecular weight: 141.6 g/mol
frontier orbital gap: 6.726 eV

Atoms and positions in Å:
C: -1.34 0.98 0.27
C: 0.70 -0.70 -0.81
C: -0.92 -0.43 0.50
O: 3.25 -0.33 -0.77
O: 1.91 0.81 1.00
S: 2.22 -0.48 0.31
Cl: -2.16 -1.61 0.11
H: -2.16 1.28 0.94
H: -1.67 1.14 -0.75
H: -0.47 1.61 0.47
H: 0.57 -1.70 -1.20
H: 0.57 0.09 -1.53
H: -0.50 -0.65 1.47